(1)
A 2-piece molecular cluster, C3H7NOS2 overall, computed with the ωB97M-V functional and the def2-TZVPD basis.

XYZ file:
```
14
Properties=species:S:1:pos:R:3:lowdin_charge:R:1
C -0.2274 -0.9154 -0.5415 -0.405
C 2.8494 -0.8641 0.5128 -0.599
C -1.4760 1.6695 -0.5132 -0.299
N -2.7004 -0.0299 0.8798 -0.338
O 0.0138 -1.8388 -1.1652 0.059
S 1.6918 0.4365 0.2237 0.581
S -2.0676 0.0476 -0.5311 0.888
H 3.0554 -1.4348 1.4218 0.028
H 3.9341 -0.5915 0.3355 0.049
H 2.4814 -1.6286 -0.1430 -0.015
H -2.1311 2.1300 0.2386 0.069
H -1.6941 2.1854 -1.4455 0.066
H -0.4739 1.6638 -0.3450 -0.061
H -3.2554 -0.8297 1.0723 -0.023
```

Summary:
- orbital gap (alpha / beta) (eV) = 6.88 / 6.88
- ΔE to the lowest compared entry with this formula, charge and spin (kJ/mol) = 484.32
- electronic energy (Ha) = -1044.71791

***

(2)
C3H7NS in the gas phase, computed with the ωB97M-V functional and the def2-TZVPD basis.

XYZ file:
```
12
Properties=species:S:1:pos:R:3:lowdin_charge:R:1
C -0.9623 1.2673 -0.2444 -0.047
C 0.0665 0.1635 -0.0413 -0.548
C -0.4280 -1.2124 -0.3379 -0.079
H -0.4992 2.2190 -0.1725 0.056
H -1.5605 1.1832 -1.2044 0.094
H -1.7895 1.1771 0.4516 0.075
H 0.2785 -1.5834 -1.1083 0.090
H -0.2774 -1.8521 0.5229 0.060
H -1.4791 -1.1930 -0.7257 0.090
H 3.2138 0.1792 1.3549 -0.139
N 1.1702 0.3862 0.4730 -0.380
S 2.2671 -0.7347 1.0321 0.728
```

Summary:
- orbital gap (eV) = 9.69
- ΔE to the lowest compared entry with this formula, charge and spin (kJ/mol) = 71.41
- SMILES string = CC(C)=NS
- electronic energy (Ha) = -571.41173

***

(3)
C3H7NS in the gas phase, computed with the ωB97M-V functional and the def2-TZVPD basis.

XYZ file:
```
12
Properties=species:S:1:pos:R:3:lowdin_charge:R:1
C -0.6336 0.1489 0.2760 -0.235
C 0.8212 -0.2776 -0.1096 -0.259
C -1.9378 -0.4651 -0.2295 -0.122
N 1.7854 0.4503 0.3315 -0.400
S 3.4413 0.3231 -0.1656 0.676
H -0.7445 0.0836 1.3573 0.100
H -0.6569 1.2234 -0.0205 0.108
H 0.9358 -1.1299 -0.7997 0.106
H -2.8753 0.1494 0.0445 0.107
H -1.9477 -1.3940 0.3211 0.062
H -2.0999 -0.6280 -1.2303 0.027
H 3.9120 1.5160 0.2248 -0.169
```

Summary:
- orbital gap (eV) = 9.89
- ΔE to the lowest compared entry with this formula, charge and spin (kJ/mol) = 144.51
- SMILES string = CC/C=N/S
- electronic energy (Ha) = -571.38388

***

(4)
A 2-piece molecular cluster, C3H7NS overall, computed with the ωB97M-V functional and the def2-TZVPD basis.

XYZ file:
```
12
Properties=species:S:1:pos:R:3:lowdin_charge:R:1
C -1.5457 0.5191 0.5818 -0.906
C 1.9308 -1.5347 -0.4021 -0.059
C -1.1255 1.8478 -0.0209 -0.048
N -1.8109 -0.0207 1.6925 -0.028
S -1.9801 -1.0048 0.0145 0.742
H 1.1544 -0.8543 0.0531 0.004
H 2.6112 -1.7490 0.3849 -0.013
H 1.4780 -2.5181 -0.5331 0.014
H -1.0132 2.5773 0.7464 0.061
H -2.0400 2.1857 -0.6608 0.122
H -0.2481 1.6849 -0.6291 0.070
H 2.5890 -1.1332 -1.2272 0.041
```

Summary:
- orbital gap (eV) = 8.76
- ΔE to the lowest compared entry with this formula, charge and spin (kJ/mol) = 217.46
- SMILES string = CC1=NS1.C
- electronic energy (Ha) = -571.35610

***

(5)
C3H7NS as an isolated structure, computed with the ωB97M-V functional and the def2-TZVPD basis.

XYZ file:
```
12
Properties=species:S:1:pos:R:3:lowdin_charge:R:1
C -0.5520 0.0940 0.4593 -0.677
C 0.2608 -0.8181 -0.1832 -0.522
C 0.5413 1.1749 -0.0945 -0.082
H -2.8241 -0.9889 0.2809 -0.154
H -0.3232 -0.0277 1.6147 0.152
H -0.2536 -0.7844 -1.3244 0.145
H 0.1151 -1.8691 0.2375 0.133
H 2.4967 -0.0773 -0.3267 0.187
H 0.4577 1.2674 -1.1914 0.095
H 0.9914 1.9886 0.5501 0.112
N 1.4245 -0.1727 0.0646 -0.080
S -2.3346 0.2133 -0.0868 0.691
```

Summary:
- orbital gap (eV) = 9.72
- ΔE to the lowest compared entry with this formula, charge and spin (kJ/mol) = 346.70
- electronic energy (Ha) = -571.30687

***

(6)
C3H7NS in the gas phase, computed with the ωB97M-V functional and the def2-TZVPD basis.

XYZ file:
```
12
Properties=species:S:1:pos:R:3:lowdin_charge:R:1
C -1.2802 0.0418 -0.3722 -0.369
C -0.8686 1.1978 0.5255 -0.147
C 0.1724 0.7191 -0.4402 -0.629
H -1.1164 -1.9857 -0.4886 0.074
H -0.7969 -1.3844 0.9558 0.049
H -1.8821 0.2873 -1.2300 0.125
H -1.2855 2.2263 0.3157 0.116
H -0.6277 0.9851 1.5694 0.101
H 0.1964 1.2006 -1.4035 0.082
H 2.4298 0.6565 0.0090 -0.166
N -1.3963 -1.2586 0.1553 0.019
S 1.5447 -0.3080 0.0566 0.743
```

Summary:
- orbital gap (eV) = 9.38
- ΔE to the lowest compared entry with this formula, charge and spin (kJ/mol) = 109.78
- SMILES string = N[C@H]1C[C@H]1S
- electronic energy (Ha) = -571.39711

***

(7)
C3H7NS in the gas phase, computed with the ωB97M-V functional and the def2-TZVPD basis.

XYZ file:
```
12
Properties=species:S:1:pos:R:3:lowdin_charge:R:1
C -0.0752 -0.0982 0.4826 -0.685
C 1.0377 -1.0158 -0.0431 -0.292
C 0.7839 1.0943 0.0426 -0.189
H -2.2309 -1.2300 0.2432 -0.092
H -0.1053 -0.1189 1.5297 0.070
H 0.7375 -1.5214 -0.9722 0.101
H 1.5188 -1.7884 0.6210 0.119
H 2.8012 0.2248 -0.6573 0.122
H 0.2935 1.7385 -0.7747 0.113
H 1.0291 1.6716 0.9205 0.089
N 1.9040 0.0526 -0.1856 -0.068
S -1.7407 0.0483 -0.1565 0.712
```

Summary:
- orbital gap (eV) = 9.40
- ΔE to the lowest compared entry with this formula, charge and spin (kJ/mol) = 180.36
- SMILES string = SC1CNC1
- electronic energy (Ha) = -571.37023

***

(8)
C3H7NS as an isolated structure, computed with the ωB97M-V functional and the def2-TZVPD basis.

XYZ file:
```
12
Properties=species:S:1:pos:R:3:lowdin_charge:R:1
C 2.4570 0.8226 0.0233 -0.403
C -0.8864 -0.8837 -0.1852 -0.288
C -2.2194 0.0499 0.1222 -0.096
H 2.7932 0.5108 1.3667 0.071
H 1.1422 1.6666 -0.3503 0.192
H 3.5108 0.8282 -0.9803 0.099
H -1.3477 -1.9282 0.0259 0.103
H -1.8342 1.1605 0.0372 0.086
H -3.0643 -0.0752 -0.7167 0.087
H -2.7214 -0.4705 0.9355 0.038
N 0.3381 -0.5026 -0.2969 -0.518
S 1.8322 -1.1784 0.0187 0.630
```

Summary:
- orbital gap (eV) = 8.41
- ΔE to the lowest compared entry with this formula, charge and spin (kJ/mol) = 772.19
- electronic energy (Ha) = -571.14481

***

(9)
C3H7NS2 in the gas phase, computed with the ωB97M-V functional and the def2-TZVPD basis.

XYZ file:
```
13
Properties=species:S:1:pos:R:3:lowdin_charge:R:1
C -1.8312 0.6283 0.5785 -0.161
C -1.2404 -0.0867 -0.6727 -0.516
C 1.6010 -0.0293 -0.1004 -1.259
H -2.3389 -0.2601 1.0212 0.072
H -2.6037 1.3123 0.2342 0.067
H -1.0807 1.1116 1.2175 0.053
H -0.9823 0.6084 -1.4566 0.032
H -2.0042 -0.8274 -1.0739 0.086
H 3.6242 -0.3898 0.2669 0.136
H 2.4610 -1.7681 0.3664 0.065
N 2.6453 -0.7732 0.2952 -0.026
S 0.2880 -1.1294 -0.3434 0.865
S 1.4620 1.6035 -0.3328 0.587
```

Summary:
- orbital gap (eV) = 9.06
- ΔE to the lowest compared entry with this formula, charge and spin (kJ/mol) = 24.04
- SMILES string = CCSC(N)=S
- electronic energy (Ha) = -969.62816

***

(10)
C3H7NS2 as an isolated structure, computed with the ωB97M-V functional and the def2-TZVPD basis.

XYZ file:
```
13
Properties=species:S:1:pos:R:3:lowdin_charge:R:1
C -0.9252 -0.2639 -0.4787 -0.265
C -0.4145 -0.7377 0.8114 -0.084
C -0.7450 1.3383 -0.5324 -0.404
N 1.3889 -0.0475 0.6553 -0.862
S 0.9562 1.5380 0.1209 0.749
S 2.2316 -1.0001 -0.3843 0.688
H -0.4777 -0.7397 -1.2920 0.072
H -1.9777 -0.3587 -0.4727 0.098
H -0.9818 -0.3949 1.6438 0.090
H -0.1356 -1.7491 0.8774 0.060
H -0.8980 1.8214 -1.4488 0.050
H -1.2658 1.8323 0.1998 0.018
H 3.2447 -1.2385 0.3005 -0.210
```

Summary:
- orbital gap (eV) = 8.98
- ΔE to the lowest compared entry with this formula, charge and spin (kJ/mol) = 306.95
- electronic energy (Ha) = -969.52041

***

(11)
A 3-piece molecular cluster, C3H7O2 overall, computed with the ωB97M-V functional and the def2-TZVPD basis.

XYZ file:
```
12
Properties=species:S:1:pos:R:3:lowdin_charge:R:1
C 1.5529 1.2695 0.7192 -0.119
O 2.6898 1.7813 0.8323 -0.095
H 1.2795 0.5161 0.0059 0.028
H 0.6041 1.5463 1.2897 0.076
H -2.1630 1.5165 -1.7988 0.004
C -0.3403 -1.5268 -0.6761 -0.151
C -0.3674 -1.3582 0.7140 -0.526
O -0.6545 -0.2475 1.3507 -0.283
H -0.4725 -2.5656 -1.0204 -0.022
H -0.0248 -0.6843 -1.3572 0.004
H -0.2564 -2.3193 1.3795 0.081
H -1.8473 2.0721 -1.4388 0.004
```

Summary:
- orbital gap (eV) = 6.74
- ΔE to the lowest compared entry with this formula, charge and spin (kJ/mol) = 359.81
- net charge = -1
- electronic energy (Ha) = -268.90297

***

(12)
A 3-piece molecular cluster, C3H7O2 overall, computed with the ωB97M-V functional and the def2-TZVPD basis.

XYZ file:
```
12
Properties=species:S:1:pos:R:3:lowdin_charge:R:1
C 0.1524 3.1035 2.2662 -0.141
O -0.2783 4.2436 2.2796 -0.074
H 1.2100 2.8069 2.1967 0.075
H -0.6141 2.3392 2.0931 0.056
H 1.1056 -4.4412 -4.9396 0.001
C -0.6140 -0.6969 -0.4757 -0.127
C -0.3816 -0.6485 0.8849 -0.550
O 0.2031 0.2593 1.5815 -0.254
H -0.8725 -1.6836 -0.8533 -0.028
H -0.5421 0.1485 -1.1368 -0.017
H -0.7550 -1.4285 1.5701 0.061
H 1.3865 -4.0023 -5.4667 -0.001
```

Summary:
- orbital gap (eV) = 6.38
- ΔE to the lowest compared entry with this formula, charge and spin (kJ/mol) = 339.21
- net charge = -1
- electronic energy (Ha) = -268.91082

***

> Which value of electronic energy does entry 9 give?

-969.62816 Ha